Entry 1:
48
Properties=species:S:1:pos:R:3:mulliken_charge:R:1 method="wB97M-V/def2-TZVPD" homo_ev="-7.22 / -7.18" lumo_energy_ev="-0.8 / -1.5" energy_ha=-2457.3546 total_charge=0 orbital_gap_ev="6.5 / 5.7"
Rh -0.790 -0.184 -0.745 -0.36
C -0.337 0.901 2.067 -1.45
N 0.344 -0.055 1.175 1.05
C 1.682 0.485 0.792 -1.46
C 2.087 0.125 -0.624 -0.51
N 1.082 0.591 -1.596 1.04
C 1.018 2.062 -1.692 -1.07
C 1.275 0.035 -2.934 -0.05
C 2.541 -0.053 -3.494 -0.36
C 2.702 -0.541 -4.781 -0.93
C 1.585 -0.933 -5.508 -0.55
C 0.323 -0.841 -4.949 -0.70
C 0.148 -0.353 -3.653 0.82
S -1.472 -0.220 -2.974 -0.35
C 0.513 -1.368 1.797 -0.41
C 0.940 -1.475 3.116 -0.25
C 1.157 -2.718 3.683 -0.86
C 0.960 -3.862 2.915 -0.53
C 0.540 -3.754 1.604 -0.66
C 0.301 -2.502 1.026 0.80
S -0.287 -2.415 -0.623 -0.34
H 0.320 1.251 2.871 0.35
H -1.212 0.421 2.499 0.62
H -0.657 1.752 1.474 0.25
H 2.444 0.086 1.467 0.36
H 1.666 1.566 0.931 0.66
H 2.169 -0.957 -0.732 0.52
H 3.072 0.570 -0.812 0.41
H 1.984 2.462 -2.017 0.32
H 0.742 2.498 -0.735 0.23
H 0.254 2.325 -2.419 0.29
H 3.412 0.259 -2.932 0.31
H 3.692 -0.615 -5.210 0.39
H 1.701 -1.326 -6.510 0.37
H -0.550 -1.163 -5.501 0.44
H 1.106 -0.586 3.710 0.33
H 1.480 -2.794 4.712 0.39
H 1.131 -4.840 3.345 0.37
H 0.373 -4.641 1.005 0.42
Te -3.075 1.146 -0.610 0.36
C -3.949 1.815 1.180 -0.24
C -3.433 2.397 2.309 -0.05
C -4.424 2.773 3.254 -0.72
C -5.684 2.473 2.830 -0.40
S -5.663 1.739 1.291 -0.13
H -2.381 2.568 2.458 0.51
H -4.210 3.249 4.200 0.36
H -6.617 2.651 3.339 0.37

Entry 2:
16
Properties=species:S:1:pos:R:3:mulliken_charge:R:1 method="wB97M-V/def2-TZVPD" homo_ev=-12.63 lumo_energy_ev=-3.5 energy_ha=-773.5001 total_charge=+1 orbital_gap_ev=9.1
N 2.462 -1.654 0.020 -0.61
N 1.225 -1.245 -0.196 0.07
C 0.556 -0.215 -0.316 0.35
N 1.189 1.369 0.234 -0.64
C -0.879 -0.055 -0.310 0.31
C -1.716 -1.148 -0.195 -0.29
S -3.361 -0.499 0.072 -0.03
C -2.742 1.153 -0.152 -0.22
N -1.425 1.179 -0.322 -0.57
H 2.603 -2.695 -0.142 0.26
H 3.126 -1.207 0.607 0.22
H 1.100 1.338 1.249 0.36
H 0.432 2.134 -0.035 0.42
H 2.180 1.752 -0.029 0.35
H -1.430 -2.162 -0.219 0.46
H -3.322 1.955 -0.266 0.55

Entry 3:
69
Properties=species:S:1:pos:R:3:mulliken_charge:R:1 method="wB97M-V/def2-TZVPD" homo_ev=-8.82 smiles=COC[C@H](C)N.COC[C@H](C)N.COC[C@H](C)N.CCO.O.O.O lumo_energy_ev=0.2 energy_ha=-1251.1799 total_charge=0 orbital_gap_ev=9.0
C -5.343 1.054 0.414 -0.57
O -5.091 1.216 1.820 -0.36
C -4.701 0.063 2.583 -0.55
C -3.351 -0.663 2.224 0.07
C -2.225 0.347 1.810 -1.19
N -3.417 -1.501 1.077 -0.58
H -6.222 0.473 0.135 0.26
H -4.454 0.703 -0.110 0.16
H -5.499 2.082 0.088 0.27
H -4.730 0.489 3.586 0.30
H -5.555 -0.614 2.559 0.38
H -2.988 -1.319 3.015 0.34
H -2.571 1.025 1.030 0.28
H -1.291 -0.156 1.557 0.38
H -1.941 0.917 2.695 0.36
H -4.319 -1.955 1.099 0.26
H -3.407 -0.963 0.222 0.19
C -7.875 -2.811 -4.754 -0.74
O -6.547 -3.101 -4.896 -0.30
C -5.644 -2.240 -4.099 -0.72
C -4.174 -2.545 -4.441 0.58
C -3.820 -4.001 -4.108 -1.37
N -3.443 -1.522 -3.653 -0.60
H -8.261 -2.951 -3.745 0.30
H -8.331 -3.572 -5.387 0.24
H -8.099 -1.837 -5.189 0.29
H -5.837 -1.218 -4.423 0.35
H -5.918 -2.245 -3.044 0.36
H -4.038 -2.465 -5.519 0.17
H -2.853 -4.303 -4.511 0.36
H -4.546 -4.743 -4.442 0.32
H -3.669 -4.177 -3.043 0.35
H -2.436 -1.598 -3.694 0.22
H -3.643 -0.603 -4.022 0.21
C 6.403 0.727 4.734 -0.64
O 5.124 1.302 4.792 -0.35
C 4.914 2.681 4.644 -0.84
C 5.335 3.360 3.288 0.51
C 6.358 4.461 3.623 -1.59
N 4.321 4.023 2.478 -0.69
H 7.112 1.319 4.157 0.28
H 6.280 -0.227 4.222 0.23
H 6.811 0.644 5.742 0.25
H 3.887 2.966 4.875 0.35
H 5.392 3.170 5.493 0.37
H 5.984 2.696 2.717 0.28
H 7.230 4.008 4.095 0.31
H 5.877 5.253 4.197 0.44
H 6.721 4.990 2.742 0.48
H 4.044 4.864 2.965 0.30
H 4.933 4.299 1.724 0.32
C 2.894 -3.959 1.371 -0.92
C 3.604 -2.961 0.494 -0.20
O 4.879 -3.293 0.129 -0.52
H 3.670 -4.188 2.102 0.25
H 2.609 -4.869 0.844 0.26
H 1.998 -3.568 1.853 0.30
H 3.680 -2.049 1.087 0.21
H 3.054 -2.617 -0.382 0.28
H 5.481 -2.622 0.458 0.32
O -1.414 3.413 -4.168 -0.64
H -0.655 3.103 -3.674 0.33
H -1.194 4.314 -4.406 0.31
O 2.006 2.206 -1.597 -0.65
H 2.339 2.748 -0.882 0.32
H 2.752 2.104 -2.188 0.32
O 7.566 2.262 -3.492 -0.64
H 8.285 2.717 -3.052 0.32
H 7.960 1.454 -3.822 0.32

Entry 4:
13
Properties=species:S:1:pos:R:3:mulliken_charge:R:1 method="wB97M-V/def2-TZVPD" homo_ev="-6.48 / -6.48" smiles="C=C=CN(N)N" lumo_energy_ev="0.6 / 0.6" energy_ha=-282.5379 total_charge=0 orbital_gap_ev="7.1 / 7.1"
C 1.554 -0.793 -1.642 -0.90
C 0.794 -0.676 -0.562 0.50
C 0.548 -0.548 0.742 -0.50
N -0.758 -0.007 0.883 0.19
N -1.054 0.911 1.850 -0.61
N -1.098 0.254 -0.529 -0.55
H 2.626 -0.892 -1.539 0.24
H 1.130 -0.778 -2.638 0.26
H 0.998 -1.059 1.578 0.37
H -0.259 1.500 2.103 0.22
H -1.898 1.434 1.641 0.25
H -0.732 1.028 -1.078 0.28
H -1.850 -0.372 -0.809 0.25